No. 1
# C24H82N6O14

A cluster of 14 separate species, C24H82N6O14 in total in a non-equilibrium geometry (the ωB97M-V functional and the def2-TZVPD basis, the OMol25 dataset).

The geometry in XYZ format:
```
126
Properties=species:S:1:pos:R:3:forces:R:3
O 2.089 -1.560 -2.141 0.06 -0.35 0.18
H 1.811 -0.813 -2.670 -0.20 0.41 -0.31
H 2.652 -1.181 -1.466 0.46 -0.30 0.25
O -1.863 1.782 -1.203 -0.06 1.06 0.09
H -1.532 1.856 -2.098 -0.43 -0.30 -0.38
H -1.668 0.881 -0.947 0.10 -1.02 -0.10
O 3.894 1.119 -2.440 -0.30 -0.12 -0.77
H 3.022 1.468 -2.620 -0.51 0.22 -0.07
H 4.471 1.591 -3.040 0.12 0.24 -0.32
O 0.393 3.285 -2.378 -0.20 -0.58 -0.42
H 0.113 4.195 -2.476 0.02 0.47 -0.02
H -0.261 2.894 -1.798 -0.23 0.04 0.62
O 5.254 0.723 -0.353 0.90 -0.02 0.88
H 4.488 0.329 0.065 -0.14 -0.22 0.27
H 5.004 0.816 -1.272 -0.27 -0.02 0.10
O 3.852 -2.746 0.391 -0.13 -0.71 -0.68
H 4.654 -2.453 -0.043 0.25 0.03 -0.10
H 3.646 -2.047 1.011 -0.02 0.39 0.48
O 3.466 -0.633 1.921 0.97 -0.21 0.28
H 2.807 0.051 1.806 -1.11 0.33 -0.11
H 3.969 -0.356 2.687 0.33 -0.17 0.17
O 0.860 0.454 -3.491 0.21 0.04 -0.04
H 0.051 0.965 -3.489 -0.15 0.17 0.11
H 1.147 0.462 -4.404 0.12 0.00 -0.35
C 4.747 5.887 -1.848 -0.02 -0.10 2.14
C 3.338 5.511 -1.334 -0.27 1.09 -1.77
C 2.237 6.590 -1.642 1.88 -0.79 1.07
O 1.009 6.011 -1.252 -1.13 1.60 0.16
C -0.022 7.018 -1.055 -0.24 -0.98 -0.46
N 2.929 4.301 -1.940 -0.78 -1.58 -0.70
H 4.995 6.838 -1.376 0.38 0.25 -0.37
H 5.036 5.838 -2.898 -0.98 0.22 -0.12
H 5.403 5.158 -1.373 0.27 -0.03 0.08
H 3.247 5.252 -0.279 0.80 1.30 0.68
H 2.243 6.982 -2.659 -0.10 -0.34 -0.27
H 2.573 7.392 -0.984 -0.62 0.55 0.18
H -0.352 7.482 -1.985 0.67 0.31 -0.33
H 0.247 7.776 -0.320 0.17 -0.11 0.01
H -0.946 6.514 -0.771 0.26 -0.29 0.57
H 1.957 4.242 -1.673 -0.28 -0.49 -0.53
H 3.306 3.556 -1.372 0.53 -0.50 -0.23
C -4.860 -6.814 2.475 0.97 1.48 -0.23
C -4.622 -6.429 0.977 -2.11 0.28 2.12
C -3.231 -6.229 0.613 2.08 0.89 -0.24
O -3.092 -6.001 -0.785 0.91 -0.38 -0.65
C -1.666 -5.831 -1.075 -1.47 -0.06 0.74
N -5.252 -7.398 0.144 -0.45 -0.55 -0.52
H -4.529 -5.947 3.048 0.20 0.18 0.21
H -4.233 -7.618 2.859 -0.30 -0.44 -0.30
H -5.912 -6.883 2.751 0.03 -0.54 -0.44
H -5.116 -5.459 0.912 -0.35 0.12 -0.49
H -2.640 -7.093 0.916 0.27 -0.33 -0.01
H -2.801 -5.341 1.076 0.03 0.06 0.68
H -1.165 -6.542 -0.419 0.54 0.07 -0.26
H -1.412 -4.807 -0.799 0.34 0.02 -0.04
H -1.432 -6.010 -2.125 -0.37 -0.02 0.09
H -4.975 -8.293 0.521 -0.13 -0.44 -0.20
H -4.812 -7.313 -0.761 -0.18 -0.22 -0.43
C -2.830 6.675 3.584 1.19 0.07 -0.42
C -1.919 5.546 3.065 0.93 0.50 0.23
C -0.602 5.428 3.907 -1.12 1.28 1.19
O 0.254 6.604 3.819 -0.69 -1.66 -1.01
C 1.162 6.380 2.750 0.22 0.50 -0.05
N -2.667 4.326 3.117 -0.12 -1.10 0.26
H -3.773 6.795 3.051 0.12 -0.23 -0.26
H -2.253 7.594 3.484 -0.25 0.24 0.26
H -3.072 6.484 4.630 0.12 0.02 0.02
H -1.577 5.619 2.033 -0.04 1.15 -0.34
H -0.045 4.502 3.763 0.12 -0.04 -0.56
H -0.924 5.387 4.947 0.00 0.03 0.18
H 0.719 5.967 1.844 -0.47 -0.05 -0.04
H 1.936 5.674 3.052 0.30 0.05 0.12
H 1.591 7.338 2.457 0.20 -0.03 0.22
H -3.423 4.447 2.458 -0.41 -0.19 0.05
H -2.079 3.625 2.688 -0.05 -0.59 0.04
C 0.078 -1.762 1.291 1.97 2.06 1.08
C -0.263 -0.503 0.471 -2.87 -1.98 0.94
C 0.771 0.552 0.315 1.14 0.64 0.00
O 1.401 0.868 1.587 -0.13 1.20 -0.05
C 1.863 2.256 1.716 -0.19 -0.57 -1.40
N -0.711 -0.973 -0.846 0.80 0.73 -0.74
H 0.341 -1.429 2.295 -0.22 0.01 0.39
H 1.077 -2.014 0.934 -0.20 -1.24 -0.34
H -0.692 -2.521 1.430 0.09 0.09 -0.74
H -1.188 -0.114 0.898 0.10 0.64 0.57
H 0.423 1.425 -0.238 -0.65 0.45 0.80
H 1.473 0.225 -0.453 0.92 -0.54 0.46
H 2.588 2.435 0.923 -0.22 0.23 -0.52
H 2.466 2.521 2.584 -0.58 -0.92 0.64
H 0.999 2.914 1.627 0.12 0.13 0.00
H 0.170 -1.049 -1.334 0.12 -0.17 -0.93
H -0.947 -1.951 -0.762 -0.54 -0.08 0.05
C 0.311 -2.948 -5.886 0.79 0.04 -0.68
C 0.929 -4.003 -4.912 -0.24 1.35 0.53
C 2.443 -4.029 -4.827 0.46 1.28 -1.94
O 3.047 -4.457 -6.063 0.37 0.30 0.80
C 2.824 -5.787 -6.422 0.25 -0.24 -0.40
N 0.488 -3.653 -3.547 -1.04 -0.95 -0.69
H 0.683 -1.940 -5.703 0.18 0.09 0.77
H -0.772 -2.837 -5.928 -0.04 -0.57 0.60
H 0.607 -3.026 -6.933 0.23 -0.76 -0.11
H 0.657 -5.029 -5.159 -0.69 0.11 0.02
H 2.790 -4.476 -3.896 0.07 -0.99 -0.25
H 2.838 -3.017 -4.737 -0.22 0.31 0.05
H 1.876 -5.911 -6.945 -0.41 -0.20 0.35
H 2.949 -6.449 -5.566 -0.31 -0.23 0.06
H 3.564 -6.081 -7.167 0.28 0.16 0.08
H 0.677 -4.483 -3.004 0.06 0.30 0.65
H 1.012 -2.866 -3.191 0.22 -0.18 0.19
C -1.525 -0.666 4.610 0.57 -0.45 -1.19
C -2.834 -1.443 4.675 0.78 -1.19 0.06
C -2.813 -2.856 3.953 -0.33 0.27 -1.71
O -2.901 -2.896 2.475 1.51 -0.57 0.62
C -4.090 -2.611 1.801 -0.35 1.13 1.06
N -3.024 -1.686 6.115 -0.31 -0.36 -0.78
H -1.402 -0.215 3.626 -0.09 0.46 0.10
H -0.649 -1.311 4.679 -0.12 -0.37 0.26
H -1.410 0.057 5.418 -0.31 0.26 -0.24
H -3.632 -0.862 4.211 -0.20 0.16 0.04
H -3.630 -3.497 4.286 -0.21 0.17 0.50
H -1.889 -3.424 4.056 0.09 0.39 0.69
H -4.155 -1.527 1.901 -0.99 0.23 -0.46
H -4.946 -3.107 2.257 -0.25 0.02 0.20
H -4.102 -2.883 0.746 0.67 -0.17 0.07
H -3.985 -1.947 6.282 -0.09 0.08 0.39
H -2.793 -0.824 6.588 -0.35 -0.09 0.32
```
Forces are in eV/Å.

Values from the calculation:
Energy above the lowest of the compared OMol25 structures with the same formula, charge and spin = 100.2 kcal/mol
Multiplicity = 1
Electronic energy = -63817.8505 eV
Strongest force on any atom = 0.070 Eh/bohr

---

No. 2
# C29H72N4O10Zn

A structure of composition C29H72N4O10Zn in a non-equilibrium geometry (the ωB97M-V functional and the def2-TZVPD basis, the OMol25 dataset).

The geometry in XYZ format:
```
116
Properties=species:S:1:pos:R:3:forces:R:3
Zn -3.053 -3.248 18.171 0.05 1.41 -1.76
C -4.052 -2.041 14.754 -0.46 0.05 -0.20
C -4.842 -3.183 15.473 1.59 0.90 0.77
O -4.592 -3.191 16.845 0.00 0.38 1.03
H -4.325 -1.032 15.062 -0.56 -0.12 0.85
H -4.318 -1.947 13.702 0.37 -0.60 -0.42
H -2.973 -2.010 14.911 0.10 -0.66 -0.19
H -4.626 -4.204 15.158 0.43 -0.07 -1.05
H -5.881 -3.023 15.185 -0.55 0.13 0.44
C -2.281 0.388 18.417 0.41 0.69 -0.42
C -1.512 -0.819 17.905 -0.28 -0.80 0.94
C -0.049 -0.450 17.790 1.06 -1.04 -0.93
O -1.658 -1.926 18.742 -0.80 -0.98 0.41
H -1.977 1.244 17.816 -0.38 0.21 -0.44
H -1.941 0.713 19.400 -0.17 -0.52 0.41
H -3.364 0.269 18.372 0.04 -0.04 0.12
H -1.957 -1.133 16.960 0.31 0.59 -0.81
H 0.219 -0.110 16.790 -0.23 1.36 0.14
H 0.616 -1.312 17.741 -0.44 -0.81 0.50
H 0.348 0.098 18.645 -0.22 0.62 -0.27
C -4.991 -8.170 20.013 0.33 0.55 1.10
O -4.788 -7.322 18.958 0.39 0.02 -3.62
C -5.961 -7.020 18.176 -0.74 2.34 0.26
C -5.626 -6.439 16.722 0.26 -2.64 3.25
N -5.364 -7.616 15.893 0.66 1.89 -1.30
C -4.689 -7.198 14.586 -2.19 -2.66 1.09
C -4.627 -8.543 13.822 1.47 1.32 -0.43
O -3.524 -9.339 14.269 -0.68 0.78 0.97
C -3.695 -10.731 14.246 0.52 -0.28 -1.07
H -5.207 -7.457 20.808 -0.98 -0.75 0.95
H -4.021 -8.579 20.298 -0.10 -0.56 -0.20
H -5.750 -8.909 19.757 0.05 -0.16 0.61
H -6.448 -6.261 18.787 -0.06 1.01 -0.24
H -6.809 -7.703 18.215 0.75 -1.37 -0.44
H -4.701 -5.920 16.972 -0.20 1.05 -0.70
H -6.493 -5.863 16.398 0.47 0.24 -0.19
H -4.750 -8.223 16.418 0.34 -0.12 -0.10
H -3.766 -6.619 14.608 0.26 -0.27 0.38
H -5.442 -6.604 14.069 0.04 0.19 -0.06
H -4.426 -8.216 12.802 -0.14 -0.59 -0.56
H -5.576 -9.074 13.903 0.04 0.09 0.04
H -3.241 -11.234 15.099 -0.18 0.35 0.32
H -3.128 -11.069 13.379 -0.10 -0.50 -0.22
H -4.730 -11.047 14.111 -0.13 0.09 0.21
C -5.478 -2.070 19.643 1.50 -0.34 -0.42
O -4.212 -2.863 19.819 -2.83 1.00 0.87
C -4.494 -4.014 20.605 0.68 -0.15 0.34
C -3.200 -4.816 20.562 1.08 0.62 -0.63
N -2.910 -5.037 19.103 0.20 -1.89 1.31
C -1.594 -5.610 18.823 1.72 1.91 3.94
C -1.224 -5.561 17.451 0.94 -0.33 -3.35
O -1.443 -4.254 16.861 0.00 -0.82 -0.83
C -1.031 -4.193 15.461 0.12 0.75 0.68
H -6.063 -2.565 18.867 -0.05 0.01 0.12
H -5.174 -1.085 19.291 0.09 -0.18 -0.04
H -6.007 -1.946 20.588 0.13 -0.31 0.10
H -5.335 -4.596 20.226 -0.11 -0.02 -0.39
H -4.765 -3.676 21.605 0.16 -0.17 0.25
H -3.144 -5.768 21.090 -0.55 -0.02 0.17
H -2.376 -4.214 20.945 -0.07 0.24 0.17
H -3.407 -5.911 19.013 -1.56 0.26 -1.17
H -1.388 -6.524 19.380 -0.47 -0.78 -0.69
H -0.777 -5.053 19.281 -0.46 0.91 0.69
H -1.717 -6.388 16.940 -0.17 0.23 -0.96
H -0.143 -5.688 17.394 0.07 -0.63 -0.10
H -1.749 -4.657 14.785 0.13 -0.41 0.20
H 0.007 -4.499 15.326 -0.10 -0.96 0.20
H -0.923 -3.161 15.127 -0.67 0.33 0.58
C 4.590 -5.389 22.684 -1.18 -0.91 -0.15
O 3.193 -5.488 23.062 1.37 0.35 -0.16
C 2.407 -4.288 22.941 -0.14 -0.87 1.16
C 1.102 -4.750 22.345 0.54 -1.30 -1.95
N 1.294 -5.033 20.868 -0.57 1.98 -0.54
C 1.409 -3.753 20.092 -1.15 -0.76 0.82
C 2.176 -3.875 18.787 -0.62 0.17 0.45
O 3.489 -4.416 18.841 0.46 0.42 0.15
C 4.594 -3.563 19.217 -0.73 -0.51 -0.67
H 5.052 -6.360 22.865 -0.23 -0.09 0.39
H 5.173 -4.655 23.240 -0.24 0.36 -0.17
H 4.627 -5.316 21.597 0.28 0.72 -0.10
H 2.904 -3.498 22.378 0.02 -0.11 -0.25
H 2.233 -3.921 23.952 0.06 0.27 0.16
H 0.233 -4.133 22.575 0.18 0.46 -0.52
H 0.827 -5.743 22.701 0.31 0.08 0.71
H 2.179 -5.465 20.644 0.21 -0.63 0.89
H 1.658 -2.934 20.766 0.96 0.26 -0.10
H 0.405 -3.430 19.816 -0.32 -0.02 -0.39
H 1.999 -2.904 18.325 1.08 0.43 -0.28
H 1.610 -4.521 18.115 0.13 -0.47 0.15
H 5.521 -4.074 18.956 -0.18 -0.36 0.04
H 4.621 -3.373 20.290 -0.20 0.37 -0.02
H 4.591 -2.673 18.587 -0.19 0.38 0.37
C 1.823 -0.054 22.669 0.34 0.83 -0.92
O 0.704 -0.819 22.913 -0.93 -1.50 0.98
C -0.418 -0.450 22.142 0.07 0.25 -1.02
C -1.581 -1.350 22.321 -0.46 -2.13 1.49
N -1.906 -1.585 23.745 0.30 0.52 0.32
C -3.159 -1.060 24.218 1.38 1.57 0.61
C -4.380 -1.799 23.959 -2.24 -0.20 0.77
O -5.301 -1.348 24.975 -1.58 -0.69 -0.69
C -6.577 -2.019 24.748 0.90 0.16 1.35
H 2.769 -0.435 23.053 -0.44 -0.45 0.63
H 1.640 0.946 23.063 0.38 0.37 -0.18
H 1.983 -0.042 21.591 0.09 0.54 -0.35
H -0.175 -0.541 21.083 0.22 0.39 -0.32
H -0.785 0.555 22.348 0.47 0.54 0.19
H -1.333 -2.374 22.041 0.11 0.18 -1.10
H -2.465 -1.011 21.781 0.20 0.10 -0.31
H -1.280 -0.993 24.272 0.78 -0.47 0.09
H -3.228 -0.005 23.952 -0.60 0.33 -0.42
H -3.046 -1.002 25.301 -0.25 -0.29 0.21
H -4.251 -2.869 24.122 0.27 -0.27 -0.35
H -4.930 -1.595 23.040 0.63 -0.17 -0.68
H -7.108 -2.018 25.700 0.14 -0.04 0.11
H -6.352 -3.052 24.485 -0.29 -0.14 -0.14
H -7.285 -1.578 24.046 0.54 0.37 -0.51
```
Forces are in eV/Å.

Values from the calculation:
Energy above the lowest of the compared OMol25 structures with the same formula, charge and spin = 0.0 kcal/mol
Multiplicity = 1
Electronic energy = -106085.0468 eV
Strongest force on any atom = 0.091 Eh/bohr